(w)
Density functional theory data (ωB97M-V with the def2-TZVPD basis set) for 2 unconnected molecules or ions with the total composition C2H6N2O3.

Atoms and positions in Å:
N1 -1.38 -0.40 -1.83
C1 -1.58 0.23 -0.63
O1 -2.63 0.19 -0.03
N2 -0.50 0.93 0.00
C2 0.76 0.79 -0.61
O2 1.01 1.13 -1.74
H1 -2.28 -0.67 -2.19
H2 -0.63 -0.11 -2.43
H3 -0.56 0.84 1.00
H4 1.61 0.71 0.11
O3 1.76 -1.34 2.52
H5 1.84 -0.54 3.04
H6 2.59 -1.76 2.79

As for the HOMO energy: -10.216 eV. The SMILES is NC(=O)NC=O.O. The charge is 0.

---

(x)
Density functional theory data (ωB97M-V with the def2-TZVPD basis set) for C2H6N2O3 in the gas phase.

Atoms and positions in Å:
N1 -1.14 -1.07 0.04
C1 -0.28 0.13 0.02
N2 -0.23 0.63 1.43
O1 -0.84 1.06 -0.97
C2 1.16 -0.12 -0.39
O2 1.70 0.85 -0.89
O3 1.91 -1.14 -0.25
H1 -1.23 -1.40 -0.98
H2 -2.05 -0.68 0.27
H3 0.60 1.26 1.48
H4 -1.15 1.00 1.63
H5 0.00 1.51 -1.38
H6 1.55 -2.02 0.00

As for the HOMO energy: -9.928 eV. The SMILES is NC(N)(O)C(=O)O. The charge is 0.

---

Most stable: (w)

---

(w)
Density functional theory data (ωB97M-V with the def2-TZVPD basis set) for C22H32N2O4S in the gas phase.

Atoms and positions in Å:
C1 4.01 1.59 -1.70
C2 3.80 1.67 -0.19
O1 2.45 2.05 0.10
C3 1.64 1.13 0.57
O2 1.93 -0.03 0.75
C4 0.26 1.72 0.89
C5 0.41 2.57 2.16
C6 1.12 1.84 3.30
C7 0.89 2.51 4.65
C8 1.69 1.77 5.73
C9 3.16 1.69 5.31
C10 3.25 1.09 3.91
O3 2.50 1.83 2.98
C11 -0.75 0.57 1.10
C12 -1.46 0.21 -0.22
N1 -0.57 0.40 -1.34
C13 0.38 -0.50 -1.72
O4 1.38 -0.19 -2.34
N2 0.16 -1.83 -1.38
C14 -0.99 -2.59 -1.54
C15 -1.03 -3.88 -1.02
C16 -2.16 -4.66 -1.17
C17 -3.27 -4.17 -1.84
C18 -3.23 -2.89 -2.38
S1 -4.68 -2.35 -3.23
C19 -4.27 -0.67 -3.79
C20 -2.09 -2.10 -2.24
C21 -0.28 1.81 -1.58
C22 -0.22 2.60 -0.27
H1 3.84 2.56 -2.15
H2 3.32 0.87 -2.13
H3 5.03 1.28 -1.90
H4 4.43 2.44 0.26
H5 4.00 0.71 0.28
H6 1.01 3.46 1.92
H7 -0.58 2.90 2.49
H8 0.76 0.80 3.36
H9 -0.17 2.51 4.90
H10 1.24 3.55 4.59
H11 1.59 2.27 6.69
H12 1.29 0.76 5.84
H13 3.73 1.08 6.01
H14 3.58 2.69 5.29
H15 4.28 1.11 3.54
H16 2.90 0.04 3.92
H17 -0.20 -0.30 1.45
H18 -1.49 0.84 1.85
H19 -2.32 0.87 -0.38
H20 -1.82 -0.81 -0.17
H21 1.02 -2.36 -1.35
H22 -0.16 -4.27 -0.49
H23 -2.18 -5.66 -0.76
H24 -4.16 -4.77 -1.95
H25 -5.15 -0.32 -4.32
H26 -3.42 -0.71 -4.47
H27 -4.07 -0.03 -2.94
H28 -2.03 -1.12 -2.67
H29 -1.06 2.22 -2.24
H30 0.68 1.86 -2.11
H31 0.46 3.45 -0.40
H32 -1.21 3.00 -0.02

As for the HOMO energy: -7.913 eV. The SMILES is CCOC(=O)C1(C[C@@H]2CCCCO2)CCN(C(=O)Nc2cccc(SC)c2)CC1. The charge is 0.

---

(x)
Density functional theory data (ωB97M-V with the def2-TZVPD basis set) for C22H32N2O4S in the gas phase.

Atoms and positions in Å:
C1 6.11 0.67 4.34
O1 5.86 -0.56 3.69
C2 4.72 -0.70 2.98
C3 3.76 0.30 2.82
C4 2.63 0.05 2.06
C5 2.45 -1.18 1.47
S1 1.01 -1.53 0.48
O2 0.13 -0.39 0.53
O3 0.45 -2.79 0.87
N1 1.73 -1.76 -1.02
C6 2.32 -0.58 -1.61
C7 1.27 0.44 -2.05
C8 0.16 -0.20 -2.90
C9 -1.05 0.74 -2.98
O4 -1.48 1.17 -4.03
N2 -1.57 1.04 -1.77
C10 -2.78 1.82 -1.61
C11 -3.92 0.97 -1.04
C12 -5.14 1.81 -0.80
C13 -6.10 1.92 -1.70
C14 -7.34 2.75 -1.53
C15 -7.54 3.17 -0.08
C16 -6.22 3.66 0.50
C17 -5.21 2.52 0.53
C18 -0.32 -1.56 -2.36
C19 0.86 -2.45 -1.96
C20 3.40 -2.18 1.63
C21 4.54 -1.96 2.37
C22 5.58 -3.01 2.57
H1 6.19 1.49 3.63
H2 5.34 0.90 5.08
H3 7.07 0.54 4.85
H4 3.89 1.27 3.27
H5 1.87 0.81 1.93
H6 2.93 -0.90 -2.45
H7 2.98 -0.14 -0.85
H8 1.75 1.23 -2.64
H9 0.84 0.90 -1.16
H10 0.53 -0.34 -3.92
H11 -1.19 0.62 -0.94
H12 -2.57 2.67 -0.94
H13 -3.05 2.20 -2.60
H14 -3.58 0.52 -0.10
H15 -4.14 0.17 -1.75
H16 -6.02 1.40 -2.65
H17 -8.21 2.20 -1.89
H18 -7.24 3.65 -2.16
H19 -8.30 3.94 -0.01
H20 -7.88 2.31 0.50
H21 -6.36 4.05 1.51
H22 -5.83 4.47 -0.12
H23 -4.22 2.90 0.79
H24 -5.49 1.80 1.30
H25 -0.94 -1.42 -1.47
H26 -0.92 -2.06 -3.12
H27 1.46 -2.73 -2.83
H28 0.50 -3.35 -1.46
H29 3.22 -3.13 1.16
H30 5.31 -3.93 2.05
H31 5.70 -3.23 3.63
H32 6.54 -2.66 2.20

As for the HOMO energy: -8.642 eV. The SMILES is COc1ccc(S(=O)(=O)N2CCC(C(=O)NCCC3=CCCCC3)CC2)cc1C. The charge is 0.

---

Most stable: (w)

---

(w)
Density functional theory data (ωB97M-V with the def2-TZVPD basis set) for C5H13N2 in the gas phase.

Atoms and positions in Å:
C1 2.34 0.21 -0.79
C2 0.90 -0.12 -0.41
C3 -0.05 0.97 0.11
C4 -1.14 0.30 0.91
C5 -1.63 0.66 2.15
N1 -1.85 -0.73 0.07
N2 0.17 -0.99 -1.37
H1 2.46 0.84 -1.68
H2 3.00 -0.65 -0.92
H3 2.73 0.70 0.09
H4 1.08 -0.76 0.46
H5 0.53 1.53 0.85
H6 -0.63 1.65 -0.56
H7 -0.96 1.29 2.72
H8 -2.12 0.03 2.88
H9 -2.24 -1.37 0.74
H10 -2.42 -0.16 -0.57
H11 0.76 -1.76 -1.68
H12 -0.83 -1.18 -0.79
H13 -0.09 -0.46 -2.20

As for the HOMO energy (alpha / beta): -2.862 / -8.440 eV. Its spin multiplicity is 2. The charge is 0.

---

(x)
Density functional theory data (ωB97M-V with the def2-TZVPD basis set) for C5H13N2 in the gas phase.

Atoms and positions in Å:
N1 -1.10 0.14 1.43
C1 -0.34 -0.18 0.14
C2 0.85 0.81 0.03
C3 1.04 1.23 -1.41
C4 1.15 2.58 -1.77
C5 0.04 -1.64 0.19
N2 -1.17 -2.40 0.64
H1 -1.40 -0.80 1.77
H2 -1.91 0.72 1.26
H3 -0.48 0.65 2.05
H4 -0.98 -0.04 -0.74
H5 1.78 0.51 0.51
H6 0.51 1.68 0.63
H7 1.11 0.45 -2.18
H8 0.65 3.29 -1.10
H9 1.78 2.84 -2.61
H10 0.30 -2.04 -0.79
H11 0.82 -1.81 0.92
H12 -1.77 -2.73 -0.11
H13 -0.88 -3.25 1.12

As for the HOMO energy (alpha / beta): -2.331 / -6.193 eV. Its spin multiplicity is 2. The charge is 0.

---

Most stable: (w)

---

(w)
Density functional theory data (ωB97M-V with the def2-TZVPD basis set) for C5H13N2 in the gas phase.

Atoms and positions in Å:
C1 -2.49 1.12 -0.63
C2 -0.99 0.90 -0.90
C3 -0.62 -0.43 -0.07
C4 0.81 -0.51 0.26
C5 1.29 -1.63 0.94
N1 2.80 -1.68 0.99
N2 -0.20 2.05 -0.48
H1 -2.52 1.38 0.44
H2 -3.00 1.86 -1.23
H3 -3.04 0.18 -0.61
H4 -0.68 0.61 -1.90
H5 -1.23 -0.41 0.84
H6 -0.99 -1.18 -0.79
H7 1.48 0.32 0.14
H8 0.70 -2.52 1.11
H9 3.08 -1.97 0.03
H10 3.20 -0.85 1.36
H11 3.06 -2.48 1.57
H12 0.03 2.65 -1.27
H13 -0.68 2.61 0.20

As for the HOMO energy (alpha / beta): -3.628 / -8.282 eV. Its spin multiplicity is 2. The charge is 0.

---

(x)
Density functional theory data (ωB97M-V with the def2-TZVPD basis set) for C5H13N2 in the gas phase.

Atoms and positions in Å:
C1 1.30 -0.17 1.62
C2 1.14 -0.14 0.10
C3 -0.05 0.84 -0.26
C4 -1.36 0.19 -0.47
C5 -2.42 0.34 0.35
N1 -1.44 -0.94 -1.43
N2 2.32 0.33 -0.59
H1 1.19 0.84 2.01
H2 0.45 -0.65 2.11
H3 2.23 -0.65 1.93
H4 0.89 -1.12 -0.27
H5 0.31 1.26 -1.19
H6 -0.08 1.64 0.47
H7 -3.39 -0.06 0.14
H8 -2.35 0.97 1.23
H9 -0.48 -1.24 -1.66
H10 -2.03 -1.72 -0.98
H11 -1.93 -0.72 -2.26
H12 3.15 -0.22 -0.43
H13 2.55 1.24 -0.44

As for the HOMO energy (alpha / beta): -3.768 / -8.986 eV. Its spin multiplicity is 2. The charge is 0.

---

Most stable: (x)

---

(w)
Density functional theory data (ωB97M-V with the def2-TZVPD basis set) for 2 unconnected molecules or ions with the total composition C4H10N2O2.

Atoms and positions in Å:
H1 -0.25 0.42 -1.80
N1 -0.74 -0.37 -1.39
C1 -0.07 -1.00 -0.55
C2 -0.55 -2.24 0.13
O1 1.41 -0.94 -0.42
N2 2.11 -0.03 -1.23
H2 -0.22 -2.24 1.17
H3 -0.14 -3.12 -0.36
H4 -1.64 -2.28 0.08
H5 2.12 0.87 -0.74
H6 3.06 -0.39 -1.29
C3 -1.18 1.96 0.61
C4 -0.13 1.15 1.28
O2 1.07 1.36 1.20
H7 -1.86 2.38 1.35
H8 -0.74 2.75 0.00
H9 -1.74 1.30 -0.06
H10 -0.50 0.42 2.03

As for the HOMO energy: -9.251 eV. The SMILES is [H]/N=C(/C)ON.CC=O. The charge is 0.

---

(x)
Density functional theory data (ωB97M-V with the def2-TZVPD basis set) for 2 unconnected molecules or ions with the total composition C4H10N2O2.

Atoms and positions in Å:
C1 -0.79 -1.13 1.56
C2 -0.42 -0.71 0.14
O1 -0.20 -1.85 -0.66
O2 -1.21 0.21 -0.35
H1 -0.83 -1.83 -1.40
H2 -0.09 -1.87 1.94
H3 -0.78 -0.25 2.21
H4 -1.80 -1.55 1.55
C3 -0.76 1.68 -1.51
C4 1.28 -0.09 0.36
N1 1.30 1.23 0.33
N2 2.20 -0.92 0.54
H5 0.39 1.69 0.07
H6 2.18 1.67 0.13
H7 1.94 -1.89 0.36
H8 -0.07 2.52 -1.51
H9 -1.77 2.06 -1.41
H10 -0.57 1.03 -2.36

As for the HOMO energy (alpha / beta): -8.164 / -8.164 eV. The charge is 0.

---

Most stable: (w)